Here is a 3-piece molecular cluster, C37H72F2N3O2S2Si overall from the Open Molecules 2025 dataset. Energies are from the ωB97M-V functional and the def2-TZVPD basis.

Summary:
- HOMO-LUMO gap: 0.1801 hartree
- ΔE to the lowest compared entry with this formula, charge and spin: 381.2 kcal/mol

Geometry as ORCA input:
```
! wB97M-V def2-TZVPD RIJCOSX def2/J DEFGRID3
* xyz 1 1
C -2.6596 1.0400 0.4863
C -2.9876 0.3872 -1.0164
C -4.4306 -0.3799 -0.8868
C -4.5465 -1.7893 -1.7169
C -3.2723 -2.8069 -1.5411
C -2.4337 -2.9876 -2.9556
C -2.0287 -4.5515 -3.2927
C -0.5151 -4.5365 -3.9249
C 0.5849 -5.4248 -3.0340
C 1.5151 -4.5053 -2.0442
C 0.8634 -4.1871 -0.5740
N 1.2349 -3.2610 0.4065
C 2.4113 -2.3127 0.3327
F 2.7999 -1.7190 1.6553
F 3.5982 -3.1542 -0.0743
C 2.2856 -1.1327 -0.7983
C 0.9682 -0.1677 -0.6555
Si 1.1245 1.2954 -1.9571
C 0.6605 3.0093 -1.1225
C -0.0242 1.0587 -3.4915
C 2.9300 1.5111 -2.6304
C 3.5367 0.7752 -3.9790
C 5.1234 0.9801 -4.4648
C 6.1916 1.9299 -3.6050
C 5.5847 2.6852 -2.2717
C 4.0099 2.4797 -1.7986
C 0.3584 -3.2830 1.6747
C -0.3209 -1.8807 2.1854
S -1.4503 -2.0691 3.6834
O -1.0194 -3.1827 4.6720
O -2.9479 -2.2613 3.3316
C -0.9581 -4.3059 1.6520
S -0.6214 -5.1622 0.0199
H -1.5030 1.2566 0.6353
H -3.2130 2.0900 0.5754
H -3.0623 0.3822 1.3665
H -3.0853 1.3189 -1.7372
H -2.1095 -0.2698 -1.4249
H -4.7221 -0.4864 0.2477
H -5.2410 0.3564 -1.3610
H -4.8010 -1.5412 -2.8348
H -5.5040 -2.3516 -1.2829
H -3.6864 -3.8344 -1.1247
H -2.5251 -2.3568 -0.7352
H -3.1116 -2.6258 -3.8543
H -1.5022 -2.2740 -2.8993
H -2.7652 -4.9171 -4.1580
H -2.1899 -5.2963 -2.4036
H -0.5740 -5.0930 -4.9790
H -0.1300 -3.4508 -4.1663
H 0.0891 -6.3590 -2.5122
H 1.3244 -5.8810 -3.8525
H 2.6160 -4.9549 -1.9450
H 1.6673 -3.4649 -2.6027
H 3.2405 -0.4314 -0.6521
H 2.3227 -1.5039 -1.9108
H 0.8525 0.3512 0.3942
H -0.0398 -0.7638 -0.8719
H -0.2624 2.8013 -0.4305
H 0.3423 3.8252 -1.9109
H 1.5397 3.4514 -0.4758
H 0.5135 0.5367 -4.3979
H -0.5150 2.0661 -3.8747
H -0.9002 0.3477 -3.1520
H 2.8608 0.0668 -4.6417
H 5.5817 0.4362 -5.4141
H 7.3217 2.0785 -3.9078
H 6.3327 3.3596 -1.6482
H 3.6895 3.0430 -0.8016
H 1.0857 -3.6743 2.5301
H 0.4724 -1.0420 2.4881
H -0.9108 -1.4109 1.2620
H -1.3780 -0.8437 4.4186
H -2.0189 -3.8076 1.4438
H -0.9002 -5.0046 2.6113
C -7.9254 2.0071 2.8763
C -8.9324 0.8607 2.9117
N -8.9521 0.0517 1.6901
C -10.1047 -0.8533 1.6123
C -10.2013 -1.9621 2.6538
C -7.6738 -0.5295 1.2741
C -6.9547 -1.4395 2.2645
H -8.0838 2.6457 2.0007
H -8.0409 2.6303 3.7694
H -6.8932 1.6455 2.8633
H -9.9219 1.3124 3.0535
H -8.7384 0.2475 3.7991
H -10.1464 -1.3032 0.6122
H -11.0170 -0.2449 1.6803
H -9.4892 -2.7651 2.4558
H -11.2022 -2.4093 2.6213
H -10.0450 -1.5953 3.6709
H -6.9946 0.2907 1.0140
H -7.8087 -1.0725 0.3305
H -6.9364 -1.0301 3.2775
H -5.9130 -1.5707 1.9501
H -7.4021 -2.4342 2.2975
C 6.7391 3.0447 2.4009
C 7.9804 3.3570 1.5696
N 8.0417 4.7416 1.0938
C 9.0695 4.9577 0.0689
C 10.5248 4.7645 0.4789
C 7.9524 5.7855 2.1171
C 8.9899 5.7712 3.2349
H 5.8238 3.2998 1.8562
H 6.7047 1.9741 2.6288
H 6.7393 3.5804 3.3546
H 7.9584 2.6852 0.7026
H 8.8707 3.0896 2.1500
H 8.9526 5.9626 -0.3564
H 8.8606 4.2771 -0.7678
H 10.8851 5.5927 1.0916
H 11.1569 4.7330 -0.4168
H 10.6862 3.8294 1.0203
H 6.9590 5.7282 2.5772
H 7.9661 6.7713 1.6361
H 9.1530 4.7723 3.6467
H 8.6484 6.4085 4.0585
H 9.9483 6.1727 2.9016
*
```



Here is C32H29N7PPdS as an isolated structure from the Open Molecules 2025 dataset. Energies are from the ωB97M-V functional and the def2-TZVPD basis.

Summary:
- HOMO-LUMO gap: 0.2653 hartree
- ΔE to the lowest compared entry with this formula, charge and spin: 0.0 kcal/mol

Geometry as ORCA input:
```
! wB97M-V def2-TZVPD RIJCOSX def2/J DEFGRID3
* xyz 1 1
Pd 2.0630 1.3664 -1.1789
S -4.4140 5.0672 -0.6488
N -3.3153 4.7173 0.4773
C -2.3250 4.0915 -0.1370
C -1.1301 3.5742 0.4993
C -0.8813 3.6696 1.8696
C 0.2521 3.0793 2.3803
C 1.1289 2.4352 1.5110
N 0.9165 2.3727 0.2056
C -0.2119 2.9054 -0.3060
C -0.4505 2.7070 -1.7310
N 0.4510 1.9607 -2.4003
C 0.2547 1.7255 -3.6893
C -0.8384 2.2258 -4.3904
C -1.7695 2.9850 -3.7171
C -1.5833 3.2254 -2.3563
C -2.5400 3.9330 -1.5298
N -3.6889 4.4410 -1.9441
H -1.5891 4.1880 2.5029
H 0.4750 3.1017 3.4372
H 2.0174 1.9410 1.8800
H 0.9935 1.1101 -4.1857
H -0.9452 2.0048 -5.4424
H -2.6443 3.3852 -4.2125
N 3.0893 0.0832 -2.4429
C 4.3072 -0.4495 -1.7454
C 4.7196 0.5856 -0.7297
N 3.5167 0.8883 0.0534
H 2.4601 -0.6972 -2.6271
H 3.3486 0.5086 -3.3271
H 5.0877 -0.6790 -2.4699
H 4.0029 -1.3665 -1.2444
H 5.1375 1.4604 -1.2466
H 5.5079 0.1858 -0.0834
H 3.7350 1.6658 0.6715
H 2.2605 -1.1088 0.0791
N 1.6304 -1.8069 -0.3111
P 0.2954 -1.9192 0.5073
C -1.0631 -0.8021 -0.0030
C -1.3653 -0.7734 -1.3661
C -2.4260 -0.0178 -1.8378
C -3.1936 0.7309 -0.9505
C -2.8883 0.7243 0.4015
C -1.8274 -0.0413 0.8759
C -0.4140 -3.5562 0.2801
C -1.7859 -3.7915 0.3146
C -2.2706 -5.0860 0.1983
C -1.3871 -6.1445 0.0416
C -0.0185 -5.9120 -0.0037
C 0.4702 -4.6206 0.1162
C 0.4535 -1.6379 2.2927
C 1.5334 -0.8942 2.7614
C 1.6618 -0.6374 4.1193
C 0.7194 -1.1260 5.0143
C -0.3487 -1.8838 4.5536
C -0.4792 -2.1417 3.1969
H -0.7704 -1.3677 -2.0513
H -2.6660 -0.0220 -2.8941
H -4.0373 1.3054 -1.3149
H -3.4863 1.3041 1.0946
H -1.6044 -0.0517 1.9360
H -2.4800 -2.9654 0.4194
H -3.3372 -5.2665 0.2226
H -1.7661 -7.1538 -0.0523
H 0.6669 -6.7390 -0.1337
H 1.5321 -4.4180 0.0699
H 2.2892 -0.5378 2.0685
H 2.5103 -0.0731 4.4861
H 0.8286 -0.9327 6.0734
H -1.0715 -2.2846 5.2519
H -1.3024 -2.7498 2.8415
*
```